Here is C45H44P2Sr as an isolated structure in a non-equilibrium geometry from the Open Molecules 2025 dataset. Energies are from wB97M-V/def2-TZVPD.

Results
relative energy (zero: lowest compared OMol25 entry of this formula, charge and spin)	0.00	kcal per mole
HOMO level	-6.35	eV
orbital gap	6.099	eV
total energy	-66787.48810	eV

XYZ file:
```
92
Properties=species:S:1:pos:R:3:lowdin_charge:R:1
Sr -1.60872 0.55997 1.66531 1.0784
C 4.72150 -0.23548 -3.44571 -0.1002
C 3.56673 0.02211 -4.06903 -0.1277
C 2.88215 -0.84559 -5.08564 -0.1922
C 3.27115 -2.34457 -5.08554 -0.2026
C 3.01728 -3.05641 -3.78783 -0.1072
C 3.82698 -3.15886 -2.72411 -0.1106
C 5.21239 -2.60648 -2.59382 -0.1869
C 5.59697 -1.45315 -3.55505 -0.2030
C -2.72316 -1.20749 3.09148 -0.3820
H 5.14956 0.52735 -2.78342 0.1050
H 3.09245 0.99767 -3.91949 0.0961
H 3.07030 -0.45103 -6.09941 0.1174
H 1.79295 -0.77777 -4.93544 0.1006
H 2.61377 -2.82601 -5.82879 0.1105
H 4.29400 -2.46241 -5.46302 0.0967
H 2.05682 -3.58329 -3.77802 0.1000
H 3.52447 -3.78475 -1.88061 0.0859
H 5.95112 -3.41518 -2.73383 0.1181
H 5.35533 -2.24660 -1.56214 0.1124
H 6.60512 -1.12858 -3.24821 0.1097
H 5.69590 -1.83573 -4.57712 0.0954
H -2.38165 -0.88330 4.08784 -0.0641
H -2.70560 -2.29327 3.03178 -0.0770
H -3.75618 -0.85130 2.95127 -0.0705
P -0.10024 1.13647 -0.76519 0.9040
P -0.61797 -1.92201 0.21568 0.9274
C 0.50447 -0.23644 -1.73583 -0.2853
C 0.22650 -1.52317 -1.33068 -0.2963
C -1.15757 2.26466 -1.72133 -0.3796
C -0.85571 2.39169 -3.08532 -0.1014
C -1.61542 3.24835 -3.88766 -0.0794
C -2.67506 3.97748 -3.34651 -0.0760
C -2.98409 3.84773 -1.98546 -0.0649
C -2.24667 2.98210 -1.16832 -0.0759
C 1.28687 2.12348 -0.04761 -0.3550
C 2.03673 1.60363 1.03736 -0.0912
C 3.10443 2.34819 1.54785 -0.0803
C 3.42693 3.59682 1.01679 -0.0786
C 2.64980 4.12365 -0.01622 -0.0740
C 1.57254 3.40392 -0.54004 -0.0844
C -1.90643 -3.19609 -0.09917 -0.3509
C -3.14002 -2.80136 -0.66922 -0.0894
C -4.12053 -3.76392 -0.93339 -0.0849
C -3.89952 -5.10861 -0.62989 -0.0846
C -2.68844 -5.49188 -0.04643 -0.0773
C -1.69604 -4.54169 0.22975 -0.0778
C 0.61805 -2.71737 1.29224 -0.3823
C 0.49354 -2.70388 2.69677 -0.0777
C 1.46351 -3.34184 3.47931 -0.0701
C 2.54821 -3.99051 2.87659 -0.0824
C 2.65647 -4.01301 1.48525 -0.0814
C 1.69484 -3.38152 0.68729 -0.0996
H 1.08393 -0.04901 -2.64826 0.0468
H 0.47360 -2.42371 -1.91037 0.0660
H -0.03610 1.81402 -3.50561 0.0921
H -1.37296 3.33635 -4.94524 0.1045
H -3.26779 4.64737 -3.97996 0.1094
H -3.80967 4.41826 -1.56262 0.1117
H -2.52961 2.88931 -0.11058 0.0785
H 1.79253 0.62551 1.47348 0.1004
H 3.69983 1.94274 2.36341 0.1070
H 4.28399 4.15482 1.40020 0.1080
H 2.88431 5.09350 -0.42709 0.1015
H 0.94863 3.83196 -1.32465 0.1021
H -3.33117 -1.75308 -0.91643 0.1025
H -5.06656 -3.45983 -1.38142 0.1044
H -4.66608 -5.85777 -0.84190 0.1054
H -2.50711 -6.53062 0.19861 0.1004
H -0.75840 -4.85318 0.69108 0.1007
H -0.36381 -2.22516 3.18036 0.0735
H 1.37960 -3.33022 4.56378 0.1072
H 3.31205 -4.47686 3.49143 0.1064
H 3.49266 -4.51478 0.99822 0.1011
H 1.78003 -3.40236 -0.39780 0.0751
C -5.20644 3.28494 6.06561 -0.0989
C -4.93949 1.96550 5.64312 -0.0941
C -4.02054 1.72617 4.63134 -0.0363
C -3.34140 2.80987 3.99458 -0.2266
C -2.40083 2.65725 2.98469 -0.2593
C -1.70537 3.66444 2.38202 -0.2217
C -1.98255 5.00649 2.80190 -0.1050
C -2.90881 5.24546 3.80054 -0.0622
C -3.61821 4.17478 4.43165 -0.1752
C -4.55652 4.36100 5.47045 -0.0576
H -5.92072 3.45458 6.86265 0.0907
H -5.45545 1.13389 6.11804 0.0951
H -3.78973 0.70521 4.31075 0.0559
H -0.95586 3.48494 1.60467 0.0485
H -1.44648 5.82789 2.32179 0.0877
H -3.11761 6.26717 4.13928 0.1014
H -4.75670 5.37845 5.80018 0.1000
```